1.
6 unconnected molecules or ions with the total composition C33H64FN3O11. Source: the OMol25 dataset; level of theory: ωB97M-V with the def2-TZVPD basis set.

```
! RIJCOSX wB97M-V def2-TZVPD def2/J DEFGRID3
* xyz 0 1
C -0.264 2.000 3.613
C 1.180 1.169 3.467
O 2.164 1.587 4.266
N 1.202 0.008 2.512
C -0.162 -0.590 2.253
C 2.013 0.226 1.271
C 2.731 1.679 1.096
C 1.703 2.886 0.563
C 1.188 2.514 -0.948
C 0.269 3.652 -1.680
C 0.814 5.193 -1.343
C 0.143 5.855 -0.006
C -1.371 6.507 -0.290
O -1.230 7.988 -0.376
C 0.567 3.473 -3.319
C -0.490 2.365 -3.978
C -0.042 2.257 -5.586
F -0.402 1.025 -3.328
O -1.181 3.493 -1.541
C -1.591 2.934 -0.251
C -3.263 3.009 -0.240
N -3.678 2.306 -1.550
O -3.764 2.203 0.886
O -3.783 4.382 -0.169
C -5.241 4.434 -0.442
O -5.978 5.311 0.527
C -7.302 4.624 0.684
N -8.269 3.787 1.003
H -0.935 1.328 4.307
H -0.723 2.138 2.525
H -0.106 3.095 4.033
H -0.729 0.133 1.529
H -0.027 -1.671 1.768
H -0.805 -0.724 3.239
H 2.888 -0.587 1.284
H 1.334 -0.080 0.348
H 3.510 1.557 0.197
H 3.394 2.028 2.013
H 2.395 3.858 0.525
H 0.852 3.133 1.326
H 0.643 1.459 -1.031
H 2.175 2.392 -1.609
H 1.991 5.095 -1.226
H 0.652 5.937 -2.250
H 0.816 6.803 0.268
H 0.159 5.176 0.952
H -1.805 6.175 -1.345
H -2.125 6.304 0.588
H -0.718 8.347 0.408
H 1.689 3.242 -3.555
H 0.289 4.503 -3.852
H -1.608 2.781 -4.015
H -0.368 3.265 -6.133
H 1.128 2.244 -5.582
H -0.547 1.349 -6.126
H -1.248 3.532 0.694
H -1.362 1.769 -0.127
H -3.667 3.019 -2.337
H -2.957 1.566 -1.733
H -3.646 2.789 1.712
H -5.483 4.799 -1.551
H -5.770 3.372 -0.342
C 3.410 -4.444 1.636
C 4.525 -3.436 1.714
C 5.400 -3.462 2.938
O 4.714 -2.622 0.811
H 2.862 -4.307 0.698
H 3.822 -5.456 1.657
H 2.719 -4.298 2.470
H 5.901 -4.430 3.017
H 4.797 -3.272 3.830
H 6.162 -2.679 2.857
C 6.266 -8.082 4.268
C 4.852 -7.635 4.009
C 3.896 -8.650 3.440
O 4.491 -6.485 4.253
H 6.842 -7.246 4.678
H 6.270 -8.899 4.994
H 6.731 -8.402 3.332
H 3.795 -9.492 4.130
H 4.256 -8.995 2.468
H 2.913 -8.186 3.306
C -10.771 1.653 2.323
C -11.147 0.854 3.542
C -10.046 0.496 4.504
O -12.309 0.507 3.744
H -11.666 1.838 1.720
H -10.348 2.615 2.625
H -10.051 1.094 1.720
H -9.591 1.406 4.903
H -9.294 -0.114 3.998
H -10.464 -0.080 5.336
C -0.164 -1.818 -3.666
C 0.249 -3.226 -3.327
C 1.024 -3.991 -4.367
O -0.037 -3.732 -2.243
H -0.716 -1.389 -2.823
H 0.722 -1.206 -3.852
H -0.814 -1.823 -4.544
H 1.963 -3.476 -4.584
H 0.426 -4.092 -5.276
H 1.253 -4.991 -3.985
C 6.045 -4.523 -4.795
C 4.682 -4.636 -4.165
C 4.619 -4.772 -2.667
O 3.660 -4.619 -4.849
H 5.937 -4.431 -5.881
H 6.556 -3.633 -4.418
H 6.631 -5.420 -4.576
H 5.066 -3.893 -2.196
H 5.141 -5.679 -2.354
H 3.572 -4.844 -2.354
*
```

Computed properties:
HOMO-LUMO gap   8.95 eV
E_LUMO   -0.0945 eV
Calculated total energy   -64955.9326 eV
SMILES   CC(=O)N(C)CCCC[C@@](CCCO)(C[C@@H](C)F)OC[C@@](N)(O)OCOC#N.CC(C)=O.CC(C)=O.CC(C)=O.CC(C)=O.CC(C)=O



2.
A single C7H11NO molecule. Source: the OMol25 dataset; level of theory: ωB97M-V with the def2-TZVPD basis set.

```
! RIJCOSX wB97M-V def2-TZVPD def2/J DEFGRID3
* xyz 0 1
C -1.824 1.025 1.160
C -0.679 0.356 0.995
N -0.639 -0.969 0.683
C -0.105 -1.368 -0.438
C 0.259 -0.491 -1.615
C 0.082 -2.855 -0.618
C 0.751 0.989 1.045
C 0.867 2.460 0.736
O 1.738 0.342 1.377
H -2.768 0.491 1.087
H -1.868 2.079 1.399
H 0.088 -1.040 -2.546
H 1.326 -0.254 -1.579
H -0.354 0.412 -1.654
H 1.084 -3.055 -1.005
H -0.658 -3.230 -1.330
H -0.045 -3.378 0.334
H -0.073 2.920 0.437
H 1.573 2.587 -0.090
H 1.244 2.978 1.621
*
```

Computed properties:
HOMO-LUMO gap   9.27 eV
E_LUMO   0.5540 eV
Calculated total energy   -10973.7974 eV
Energy relative to the best compared isomer or geometry (same formula, charge and spin)   34.1 kcal per mole
SMILES   C=C(N=C(C)C)C(C)=O



3.
A molecular structure, C26H28AlN8O4S. Source: the OMol25 dataset; level of theory: ωB97M-V with the def2-TZVPD basis set.

```
! RIJCOSX wB97M-V def2-TZVPD def2/J DEFGRID3
* xyz 1 1
Al 0.055 0.099 0.176
O 0.275 -1.410 -0.664
C 0.432 -2.683 -0.324
C 0.528 -3.652 -1.326
C 0.613 -4.994 -1.018
C 0.621 -5.404 0.308
C 0.555 -4.467 1.316
C 0.451 -3.101 1.028
C 0.331 -2.158 2.099
N 0.102 -0.911 1.886
N -0.078 -0.067 2.924
C -0.535 1.072 2.488
O -0.857 1.245 1.233
C -0.708 2.158 3.450
C -1.029 3.447 3.029
C -1.188 4.459 3.958
C -1.038 4.190 5.310
C -0.715 2.909 5.732
C -0.541 1.897 4.810
H 0.560 -3.327 -2.358
H 0.670 -5.729 -1.809
H 0.688 -6.453 0.547
H 0.567 -4.781 2.349
H 0.384 -2.517 3.126
H -1.144 3.640 1.973
H -1.439 5.459 3.635
H -1.177 4.976 6.036
H -0.604 2.699 6.785
H -0.299 0.892 5.116
N 3.594 5.171 4.452
C 3.617 4.051 3.665
C 4.326 4.055 2.457
C 4.273 2.967 1.613
C 3.513 1.868 1.971
C 2.810 1.837 3.162
C 2.873 2.918 4.016
S 3.303 0.523 0.843
O 3.091 -0.712 1.539
O 4.276 0.553 -0.207
N 1.802 0.863 0.179
C 1.559 1.963 -0.502
N 0.313 1.923 -1.041
C -0.139 3.027 -1.613
C 0.643 4.159 -1.741
C 1.941 4.063 -1.239
N 2.395 2.996 -0.622
H 4.318 5.853 4.306
H 3.257 5.075 5.395
H 4.910 4.927 2.198
H 4.803 2.949 0.674
H 2.230 0.960 3.398
H 2.350 2.911 4.961
H -1.157 3.006 -1.989
H 0.277 5.054 -2.215
H 2.644 4.880 -1.333
N -1.643 -0.965 -4.833
C -2.353 -0.414 -3.637
C -1.298 -0.154 -2.547
N -1.795 0.116 -1.223
H -2.283 -1.138 -5.620
H -1.175 -1.847 -4.576
H -0.912 -0.304 -5.133
H -3.087 -1.149 -3.298
H -2.875 0.499 -3.932
H -0.653 0.679 -2.829
H -0.657 -1.035 -2.443
H -2.401 -0.619 -0.878
H -2.270 1.006 -1.131
*
```

Computed properties:
HOMO-LUMO gap   5.89 eV
E_LUMO   -3.8210 eV
Calculated total energy   -64958.4083 eV



4.
A gas-phase ion, C3H3BrN3 (charge +1). Source: the OMol25 dataset; level of theory: ωB97M-V with the def2-TZVPD basis set.

```
! RIJCOSX wB97M-V def2-TZVPD def2/J DEFGRID3
* xyz 1 1
N -1.719 0.979 0.000
C -0.600 0.344 0.000
N -0.540 -1.069 0.000
C 0.694 -1.358 0.000
C 1.482 -0.048 0.000
Br 3.288 0.116 0.000
N 0.629 0.933 0.000
H -2.596 0.462 0.000
H -1.733 1.997 0.000
H 1.095 -2.355 0.000
*
```

Computed properties:
HOMO-LUMO gap   8.44 eV
E_LUMO   -7.1109 eV
Calculated total energy   -77664.2581 eV
Energy relative to the best compared isomer or geometry (same formula, charge and spin)   0.0 kcal per mole
SMILES   [NH2+]=C1N=CC(Br)=N1



5.
A molecular structure, C2H9NO. Source: the OMol25 dataset; level of theory: ωB97M-V with the def2-TZVPD basis set.

```
! RIJCOSX wB97M-V def2-TZVPD def2/J DEFGRID3
* xyz 1 2
H 0.529 -0.244 -1.623
O 0.758 -0.381 -2.833
N 0.531 -0.136 -0.432
H 1.357 -1.104 -3.150
H 0.923 -0.959 0.022
C -0.818 0.065 0.280
H -1.348 -0.878 0.221
H -1.352 0.873 -0.242
H 1.105 0.667 -0.164
C -0.511 0.465 1.718
H -1.437 0.693 2.222
H -0.008 -0.315 2.271
H 0.271 1.253 1.709
*
```

Computed properties:
HOMO-LUMO gap (alpha / beta)   13.28 / 8.08 eV
⟨S²⟩   0.753
E_LUMO (alpha / beta)   -3.5551 / -8.7534 eV
Calculated total energy   -5747.8215 eV
Energy relative to the best compared isomer or geometry (same formula, charge and spin)   10.6 kcal per mole



6.
A single C11H22N2S molecule. Source: the OMol25 dataset; level of theory: ωB97M-V with the def2-TZVPD basis set.

```
! RIJCOSX wB97M-V def2-TZVPD def2/J DEFGRID3
* xyz 0 1
C -5.563 -0.971 -0.199
C -4.095 -1.063 -0.593
C -3.219 -0.158 0.271
C -1.748 -0.251 -0.126
C -0.849 0.635 0.745
C -1.023 2.141 0.454
N 0.213 2.485 -0.210
C 1.149 1.512 -0.059
S 2.731 1.661 -0.475
N 0.562 0.423 0.472
C 1.266 -0.802 0.746
C 1.519 -1.635 -0.515
C 2.212 -2.962 -0.211
C 3.633 -2.785 0.313
H -6.168 -1.622 -0.825
H -5.927 0.048 -0.313
H -5.700 -1.268 0.838
H -3.982 -0.778 -1.642
H -3.756 -2.096 -0.493
H -3.327 -0.447 1.319
H -3.569 0.872 0.177
H -1.621 0.035 -1.172
H -1.424 -1.287 -0.018
H -1.051 0.408 1.801
H -1.873 2.332 -0.206
H -1.160 2.720 1.376
H 0.493 3.439 -0.364
H 0.685 -1.373 1.475
H 2.230 -0.532 1.189
H 2.138 -1.047 -1.193
H 0.569 -1.833 -1.016
H 1.621 -3.525 0.516
H 2.246 -3.548 -1.132
H 4.206 -2.150 -0.359
H 4.131 -3.750 0.385
H 3.636 -2.330 1.299
*
```

Computed properties:
HOMO-LUMO gap   8.73 eV
E_LUMO   0.7397 eV
Calculated total energy   -25580.3793 eV
Energy relative to the best compared isomer or geometry (same formula, charge and spin)   0.0 kcal per mole
SMILES   CCCC[C@@H]1CNC(=S)N1CCCC



7.
A single C4H3NO3 molecule. Source: the OMol25 dataset; level of theory: ωB97M-V with the def2-TZVPD basis set.

```
! RIJCOSX wB97M-V def2-TZVPD def2/J DEFGRID3
* xyz 0 1
N 1.245 -1.095 -0.546
C 0.445 -0.132 -0.030
C -0.950 -0.100 0.167
O -1.775 -1.051 0.585
C -1.143 1.304 0.173
O -1.889 2.221 0.054
C 0.698 1.255 0.158
O 1.506 2.092 0.402
H 0.887 -1.775 -1.208
H 2.236 -0.906 -0.649
H -1.258 -1.813 0.894
*
```

Computed properties:
HOMO-LUMO gap   8.24 eV
E_LUMO   -0.0541 eV
Calculated total energy   -11826.6767 eV
Energy relative to the best compared isomer or geometry (same formula, charge and spin)   65.9 kcal per mole
SMILES   Nc1c(O)c(=O)c1=O



8.
A single C5H5NO molecule. Source: the OMol25 dataset; level of theory: ωB97M-V with the def2-TZVPD basis set.

```
! RIJCOSX wB97M-V def2-TZVPD def2/J DEFGRID3
* xyz 0 1
C 1.039 1.734 0.353
C 0.324 0.830 -0.345
C 0.914 -0.628 -0.482
O 2.095 -0.876 -0.605
C -0.132 -1.500 -0.010
C -1.211 -0.756 0.268
N -2.373 -0.458 0.324
H 1.895 1.437 0.953
H 0.937 2.801 0.182
H -0.462 1.203 -0.994
H 0.000 -2.555 0.183
H -3.026 -1.231 0.172
*
```

Computed properties:
HOMO-LUMO gap (alpha / beta)   8.12 / 8.11 eV
E_LUMO (alpha / beta)   -0.8033 / -0.8036 eV
Calculated total energy   -8799.6696 eV
Energy relative to the best compared isomer or geometry (same formula, charge and spin)   86.5 kcal per mole
SMILES   C=CC(=O)C=C=N



Q: What is the formula in the fifth record?
A: C2H9NO



Q: Number 6 is which compound?
A: C11H22N2S